ORCA calculation (wB97M-V/def2-TZVPD) on C37H81F3O29P3Pb as an isolated structure.

Properties
E_HOMO: -10.4059 eV
DFT total energy: -140315.327 eV

Structure (ORCA input):
```
! RIJCOSX wB97M-V def2-TZVPD def2/J DEFGRID3
* xyz 1 1
C 0.48 -2.19 -3.48
H 2.74 -1.64 -7.96
O -5.17 10.41 1.64
H -3.93 0.89 -8.75
O 3.09 3.58 5.11
P 2.79 2.68 6.43
H 8.48 -5.69 2.63
H -4.53 0.03 -7.35
H 3.56 -7.07 -0.50
C -3.99 -3.09 7.04
C 9.29 -8.01 -3.48
H 1.56 -2.03 -3.39
H -1.87 1.94 6.59
C -4.73 -2.43 1.90
O 1.26 3.09 6.93
H -5.19 1.61 -7.68
H -7.05 10.88 1.53
H -6.79 13.31 0.86
H -4.74 -2.31 7.18
O -4.24 -3.79 5.91
O 8.39 -7.31 -4.38
H -2.72 -7.26 2.36
H -5.11 13.31 1.12
C -4.70 -2.04 3.40
H 5.17 3.27 5.32
H 4.48 5.30 3.79
O 1.00 -2.44 -10.28
Pb 2.87 -3.15 5.43
O -1.63 -3.96 5.06
H 4.05 -5.63 -1.16
C 4.03 -6.14 -0.20
O 8.56 -8.89 -6.09
H -3.93 11.87 3.40
H -3.10 -11.15 -5.04
H 10.05 -7.27 -3.24
O -3.32 1.53 -6.77
H 6.63 -5.53 -4.87
H -3.09 -2.48 6.99
C 0.19 2.10 6.99
H 4.13 -0.92 -8.88
H -1.00 2.70 5.20
F 0.28 1.14 1.26
H -0.36 -1.05 -12.87
P -3.11 -3.70 4.69
H -2.84 -4.18 1.77
H -0.32 -1.41 0.47
H -1.97 6.79 1.99
O 0.59 -0.30 -11.14
C -0.16 -1.53 -2.26
O -3.66 -4.76 3.57
H 8.38 -4.36 1.51
C 0.19 0.61 0.06
O 3.68 3.38 7.57
C -2.78 -8.56 -6.02
F 1.00 1.38 -0.65
H 3.86 1.67 8.81
C -3.45 2.74 -6.20
H 3.57 3.17 10.89
H -1.73 -10.48 -4.18
H -6.15 11.03 0.02
C -6.02 12.80 1.44
C -2.76 -5.02 2.46
H 5.55 -6.81 -4.49
H 5.15 2.85 8.82
H 9.43 -5.70 1.16
O 2.29 -0.61 -9.67
H -0.78 9.67 2.07
H 5.23 -5.86 -5.99
H -5.56 -2.54 3.84
C -4.27 1.02 -7.72
H -1.41 -11.50 -5.54
C 7.90 -7.96 -5.53
H -0.02 1.99 8.05
H -1.93 13.16 4.47
O -3.44 -2.27 3.99
H 3.35 -2.39 -9.46
H -6.15 12.87 2.52
O -2.53 -7.77 -7.10
H -1.22 0.24 -12.04
C -1.83 12.52 3.60
O 1.49 -1.50 1.01
O -4.23 3.56 -6.52
H -1.72 -5.06 2.81
H 3.52 -5.64 0.63
H -1.22 3.50 6.81
C -1.52 9.02 1.60
O -2.33 2.95 -5.48
F -1.06 0.87 -0.45
H 8.81 -8.54 -2.65
C -0.63 -0.66 -11.89
H 0.50 1.13 6.61
H -5.61 -2.03 1.38
H -0.28 7.25 1.87
H -3.35 13.39 2.61
C -6.13 11.25 1.08
H -4.74 -3.51 1.74
H 9.83 -8.79 -4.01
C 0.58 -0.93 0.09
H 4.32 2.27 4.06
C 6.15 -5.91 1.11
H -0.93 -2.18 -1.84
P -3.67 10.36 0.99
H 5.19 4.11 2.70
O -2.85 9.30 1.92
C 8.45 -5.45 1.57
H -0.58 -0.65 -2.75
H -1.26 7.72 3.19
C 4.44 4.26 3.47
C 5.99 -6.28 -5.34
O 7.47 -6.24 0.98
C -2.10 -10.74 -5.17
H -3.24 4.23 -4.21
H 0.10 -1.80 -4.42
O 5.43 -6.51 0.13
C -2.24 4.07 -4.62
H -1.50 11.59 4.07
H -4.92 -4.84 8.12
C 4.39 3.23 4.56
O 0.81 -1.43 -1.23
H 3.46 4.10 3.01
C 3.40 3.59 9.90
O 2.98 1.24 6.28
C -4.11 -4.12 8.20
H -4.11 -6.62 1.70
C 3.18 -1.45 -8.94
H -3.91 -1.90 1.41
C -1.28 7.63 2.11
C -3.06 -6.37 1.82
O -3.51 -8.30 -5.08
C -1.03 2.57 6.29
H -4.36 -3.63 9.13
O 6.77 -7.35 -5.97
C 1.27 -1.25 -10.38
H -2.52 -5.97 -5.94
O -1.98 -9.70 -6.12
H 3.92 4.55 9.99
H 0.21 -3.24 -3.57
O 5.80 -5.14 2.02
H -1.48 3.81 -3.88
H -1.08 12.91 2.91
H -1.26 -1.43 -11.44
H -2.49 -5.81 -7.80
O -3.60 10.15 -0.46
C -3.15 12.34 2.80
C -2.84 -6.34 -6.91
H -3.18 -4.69 8.18
H -3.92 -6.26 -6.96
O -2.98 11.73 1.47
H -1.95 5.00 -5.10
H 2.33 3.73 9.77
H -2.46 -6.45 0.91
H -4.97 -0.99 3.47
C 4.07 2.74 8.73
H -1.43 9.20 0.53
*
```

Results of the Mulliken charge analysis, in e, for atoms 1 through 8:
1 C -1.1341
2 H 0.2246
3 O -0.3577
4 H 0.2429
5 O -0.1883
6 P 0.7858
7 H 0.2875
8 H 0.2386